(1)
DFT (the ωB97M-V functional and the def2-TZVPD basis) results for 4 unconnected molecules or ions with the total composition C12H37B2NO5P in a non-equilibrium geometry.

Lowest unoccupied orbital energy, eV: 2.43
HOMO energy, eV: -2.77
Total charge: -1
Electronic energy, eV: -35415.0631
Frontier orbital gap, eV: 5.20

```
58
Properties=species:S:1:pos:R:3:forces:R:3
C -2.233 -1.750 1.684 0.9 0.1 -0.1
C -1.951 -0.523 0.790 -1.4 0.0 0.0
C -3.291 0.197 0.349 0.6 -0.3 1.0
N -3.268 1.637 0.537 -0.1 -0.9 -0.9
B -2.877 2.462 -0.723 -0.7 0.1 0.9
B -4.203 3.440 -1.163 -0.3 0.7 0.0
O -5.487 3.237 -0.554 1.0 0.7 -0.2
O -4.145 4.478 -2.164 -1.3 -0.9 0.9
P -1.248 3.497 -0.555 0.7 0.8 -1.0
C -1.017 4.117 1.197 0.6 -0.5 0.0
C 0.179 2.269 -0.743 -0.5 0.1 0.6
C 0.198 1.617 -2.146 0.3 0.0 0.4
H -2.799 -1.485 2.585 0.0 0.1 -0.3
H -2.759 -2.558 1.161 0.0 0.2 0.0
H -1.269 -2.155 2.031 -0.2 -0.1 0.0
H -1.378 0.219 1.356 0.1 -0.2 -0.1
H -1.401 -0.788 -0.123 0.2 -0.1 0.4
H -3.481 -0.081 -0.694 -0.1 0.4 0.1
H -4.108 -0.273 0.939 0.2 0.1 -0.1
H -2.718 1.880 1.347 0.1 -0.1 0.1
H -2.708 1.741 -1.690 0.2 -0.1 -0.3
H -6.013 2.706 -1.142 -0.5 -0.1 -0.3
H -3.761 4.038 -2.913 0.9 0.1 -0.6
H -0.948 3.290 1.925 -0.3 0.3 -0.1
H -0.037 4.616 1.247 -0.2 -0.1 -0.1
H -1.754 4.867 1.500 -0.2 -0.3 -0.2
H 1.100 2.827 -0.513 -0.1 -0.3 -0.2
H 0.087 1.478 0.016 0.1 0.2 -0.1
H -0.740 1.763 -2.692 0.1 0.1 0.1
H 0.341 0.536 -2.021 0.0 0.1 -0.2
H 1.030 2.007 -2.747 -0.2 -0.1 0.0
C 2.860 0.600 2.938 0.1 -0.1 -0.1
C 2.712 2.041 2.481 -0.3 -0.1 0.3
O 1.342 2.395 2.348 0.4 0.0 -0.2
H 2.378 -0.074 2.229 0.0 0.0 0.0
H 3.913 0.322 3.028 0.0 0.0 0.0
H 2.376 0.451 3.906 0.1 0.0 0.0
H 3.177 2.180 1.505 -0.1 0.1 0.0
H 3.191 2.724 3.192 0.2 0.0 -0.1
H 0.928 2.285 3.206 -0.1 0.0 0.1
C 3.200 -1.277 -3.149 0.1 0.1 0.0
C 2.961 -2.124 -1.914 -0.2 0.0 -0.4
O 1.630 -1.941 -1.435 0.3 -0.2 0.5
H 3.034 -0.222 -2.924 0.0 0.0 0.0
H 4.218 -1.402 -3.521 0.0 0.0 0.0
H 2.501 -1.549 -3.944 0.1 -0.1 0.0
H 3.643 -1.836 -1.114 -0.1 0.0 0.1
H 3.116 -3.186 -2.135 0.2 0.0 0.0
H 1.031 -2.203 -2.138 -0.2 0.1 -0.1
C 1.826 -5.667 -0.587 0.0 -0.1 -0.1
C 1.282 -5.204 0.751 0.0 0.4 -0.2
O 1.965 -4.040 1.192 0.1 -0.1 0.2
H 2.895 -5.877 -0.511 0.0 0.0 0.1
H 1.314 -6.568 -0.932 0.0 0.0 0.0
H 1.704 -4.885 -1.340 -0.1 0.0 0.0
H 1.424 -5.976 1.509 0.0 0.1 0.1
H 0.211 -4.984 0.680 0.0 -0.2 0.0
H 1.826 -3.356 0.525 -0.1 0.1 0.0
```
Positions in Å, forces in eV/Å.

List of natural (NBO) charges in e, atom by atom:
1 C -0.61
2 C -0.42
3 C -0.18
4 N -0.83
5 B -0.52
6 B 1.02
7 O -0.96
8 O -0.96
9 P 0.53
10 C -0.92
11 C -0.69
12 C -0.62
13 H 0.20
14 H 0.19
15 H 0.19
16 H 0.20
17 H 0.19
18 H 0.18
19 H 0.14
20 H 0.34
21 H -0.02
22 H 0.47
23 H 0.48
24 H 0.19
25 H 0.21
26 H 0.22
27 H 0.20
28 H 0.20
29 H 0.22
30 H 0.19
31 H 0.19
32 C -0.63
33 C -0.06
34 O -0.71
35 H 0.22
36 H 0.20
37 H 0.19
38 H 0.18
39 H 0.14
40 H 0.46
41 C -0.64
42 C -0.06
43 O -0.72
44 H 0.23
45 H 0.21
46 H 0.20
47 H 0.18
48 H 0.15
49 H 0.47
50 C -0.63
51 C -0.06
52 O -0.73
53 H 0.21
54 H 0.20
55 H 0.20
56 H 0.17
57 H 0.16
58 H 0.48

(2)
DFT (the ωB97M-V functional and the def2-TZVPD basis) results for a molecular structure, C12H37F10N3O25S6Y in a non-equilibrium geometry.

Lowest unoccupied orbital energy, eV: 1.05
HOMO energy, eV: -6.46
Total charge: -1
Electronic energy, eV: -161932.3287
Frontier orbital gap, eV: 7.51

```
94
Properties=species:S:1:pos:R:3:forces:R:3
Y 0.353 1.223 0.554 1.3 0.5 0.3
C 0.763 3.831 4.809 0.6 -2.3 -2.1
F 1.166 3.787 6.075 0.1 0.7 -0.1
F -0.466 3.295 4.759 -0.3 0.1 0.3
F 0.713 5.040 4.277 0.0 0.3 0.8
S 1.938 2.747 3.682 2.8 2.7 0.1
O 3.029 3.710 3.424 -2.2 -1.9 1.1
O 2.279 1.547 4.411 -0.1 0.2 0.7
O 1.184 2.413 2.478 -1.5 -0.4 -0.6
C 2.862 4.628 -1.701 -0.2 0.1 2.7
F 2.214 3.910 -2.658 0.5 1.4 0.7
F 3.977 5.211 -2.191 -1.3 -0.6 0.0
F 2.065 5.650 -1.128 1.4 -2.1 -1.9
S 3.340 3.386 -0.210 2.4 0.1 2.7
O 2.058 2.650 0.093 0.7 0.7 -1.4
O 4.414 2.515 -0.751 -2.2 1.4 0.0
O 3.771 4.188 0.978 -1.3 -1.2 -3.8
N 1.714 -0.390 1.257 -0.1 -5.7 0.5
S 3.143 -0.735 1.777 8.5 5.6 4.1
O 4.065 -1.421 0.908 -1.8 -0.8 -0.1
O 3.350 -0.914 3.213 -1.4 -0.6 -2.3
F 3.713 0.778 1.619 -0.8 -0.9 -0.1
S 1.383 -2.119 1.205 -5.0 -2.6 -2.8
O 1.691 -3.026 2.293 0.4 1.9 -1.4
O 1.421 -2.619 -0.174 1.0 1.0 2.2
F -0.205 -1.966 1.349 0.6 0.2 0.3
N -0.864 3.009 0.150 -3.1 3.2 -4.8
S -1.307 3.743 -1.366 2.3 -1.2 -5.0
O -0.477 4.896 -1.618 -1.8 -1.1 0.7
O -2.632 3.625 -1.955 1.3 0.5 1.8
F -0.591 2.588 -2.178 0.5 -0.4 -0.2
S -1.710 4.101 0.867 -1.0 1.9 10.3
O -3.153 4.085 0.738 1.3 0.4 -1.3
O -1.026 5.325 1.287 -1.4 -2.1 -2.0
F -1.611 3.209 2.248 -0.1 0.6 -0.2
O -1.050 0.399 2.306 -0.1 0.3 -1.0
H -1.963 0.518 2.567 -0.7 0.4 -0.3
H -0.607 0.115 3.106 1.0 -0.4 1.0
O -3.849 1.174 2.253 0.1 -0.3 -0.2
H -4.487 0.526 2.551 -0.2 -0.3 0.1
H -4.157 2.001 2.625 0.1 0.5 0.0
O 1.386 0.791 -1.788 -0.4 -0.1 0.4
H 1.844 -0.005 -2.059 0.6 -0.8 0.1
H 1.201 1.252 -2.606 -0.1 0.4 0.0
O -1.144 -0.217 -0.687 0.8 0.9 1.2
H -1.164 -0.911 -1.346 0.8 -0.7 -0.6
H -2.033 0.137 -0.683 -1.3 0.8 -0.1
C 5.680 -1.576 -2.425 0.8 0.9 -1.1
C 4.418 -1.186 -3.170 -0.1 1.4 1.5
O 3.199 -1.510 -2.446 0.8 -0.4 -1.1
O 6.181 -2.844 -2.781 -0.8 -1.1 0.6
H 5.549 -1.400 -1.357 0.0 -0.2 0.1
H 6.509 -0.973 -2.795 -0.3 0.8 0.2
H 4.449 -1.524 -4.205 -0.3 -0.1 0.0
H 4.418 -0.098 -3.111 0.0 0.1 -0.5
H 3.096 -2.454 -2.587 -0.7 -0.2 0.4
H 5.539 -3.424 -2.366 0.3 -0.8 0.0
C -0.703 -2.515 4.678 0.9 0.9 -0.1
C 0.430 -1.576 5.170 -1.9 1.0 0.1
O 0.604 -0.473 4.251 -0.3 -2.1 0.4
O -2.019 -1.928 4.630 0.7 -0.2 -0.1
H -0.692 -3.415 5.293 -0.1 -0.1 0.0
H -0.413 -2.742 3.652 -0.4 -0.3 0.1
H 1.325 -2.135 5.447 0.2 0.0 -0.7
H 0.104 -1.073 6.080 -0.2 -0.3 0.6
H 1.457 -0.095 4.477 0.5 1.0 -0.4
H -2.310 -1.758 5.529 0.1 0.1 0.1
C 0.285 -3.603 -3.919 -0.4 -1.1 -1.6
C -0.910 -3.127 -3.127 0.9 0.1 0.7
O -0.445 -2.101 -2.276 -0.7 0.2 -0.4
O 1.452 -3.970 -3.236 0.6 0.2 1.9
H 0.596 -2.823 -4.615 -0.5 0.0 -0.5
H -0.019 -4.551 -4.362 -0.5 0.3 -1.0
H -1.401 -3.910 -2.550 0.2 -0.3 0.2
H -1.681 -2.733 -3.789 0.2 0.1 -0.2
H 0.412 -2.387 -1.952 0.4 0.1 0.7
H 2.047 -4.410 -3.847 -0.2 0.0 -0.1
C -3.642 -0.202 -3.246 -1.0 -0.1 0.7
C -4.439 -0.161 -1.881 1.2 0.4 -0.3
C -4.603 -1.479 -1.044 -0.2 1.4 -1.5
O -5.479 -2.330 -1.789 1.0 0.9 0.3
C -4.932 -3.592 -1.990 -0.9 -0.8 -0.6
N -3.676 0.897 -1.113 -1.1 -1.6 -0.2
H -3.609 0.831 -3.594 0.1 0.1 0.1
H -4.179 -0.711 -4.046 0.1 -0.5 0.2
H -2.607 -0.531 -3.151 -0.1 -0.2 0.1
H -5.451 0.130 -2.162 -0.2 0.3 0.2
H -5.109 -1.302 -0.095 0.4 0.3 0.2
H -3.593 -1.865 -0.912 -0.1 -0.5 0.3
H -5.433 -3.978 -2.878 0.2 -0.2 -0.2
H -5.221 -4.256 -1.175 0.4 -0.2 0.3
H -3.856 -3.579 -2.164 0.1 0.0 0.1
H -3.797 1.763 -1.618 0.3 0.3 0.2
H -4.075 0.998 -0.191 -0.1 0.4 0.3
```
Positions in Å, forces in eV/Å.

List of Löwdin charges in e, atom by atom:
1 Y 1.56
2 C -0.63
3 F 0.14
4 F 0.10
5 F 0.15
6 S 0.57
7 O -0.30
8 O -0.31
9 O -0.41
10 C -0.50
11 F 0.09
12 F 0.11
13 F 0.05
14 S 0.63
15 O -0.48
16 O -0.34
17 O -0.31
18 N -0.32
19 S 0.47
20 O -0.24
21 O -0.25
22 F -0.18
23 S 0.64
24 O -0.23
25 O -0.28
26 F -0.19
27 N -0.35
28 S 0.59
29 O -0.22
30 O -0.26
31 F -0.19
32 S 0.50
33 O -0.26
34 O -0.22
35 F -0.24
36 O -0.10
37 H 0.04
38 H 0.02
39 O -0.03
40 H 0.05
41 H 0.06
42 O -0.07
43 H 0.03
44 H 0.06
45 O -0.12
46 H 0.00
47 H 0.00
48 C -0.25
49 C -0.19
50 O -0.09
51 O -0.06
52 H 0.12
53 H 0.12
54 H 0.12
55 H 0.12
56 H 0.05
57 H 0.08
58 C -0.21
59 C -0.18
60 O -0.12
61 O -0.07
62 H 0.11
63 H 0.09
64 H 0.13
65 H 0.11
66 H 0.03
67 H 0.08
68 C -0.24
69 C -0.21
70 O -0.08
71 O -0.06
72 H 0.13
73 H 0.12
74 H 0.12
75 H 0.12
76 H 0.05
77 H 0.10
78 C -0.03
79 C -0.33
80 C -0.16
81 O -0.18
82 C -0.12
83 N 0.04
84 H 0.07
85 H 0.07
86 H 0.06
87 H 0.13
88 H 0.12
89 H 0.11
90 H 0.09
91 H 0.09
92 H 0.07
93 H 0.06
94 H 0.06

(3)
DFT (the ωB97M-V functional and the def2-TZVPD basis) results for 5 unconnected molecules or ions with the total composition C12H37N3O5 in a non-equilibrium geometry.

Lowest unoccupied orbital energy, eV: 0.60
HOMO energy, eV: -9.32
Energy relative to the best compared isomer or geometry (same formula, charge and spin), kJ/mol: 156.59
SMILES string: COC[C@H](C)N.COC[C@H](C)N.COC[C@H](C)N.O.O
Electronic energy, eV: -27749.3463
Frontier orbital gap, eV: 9.92

```
57
Properties=species:S:1:pos:R:3:forces:R:3
C -0.059 3.903 -0.504 1.9 0.0 0.9
C -0.183 3.230 -1.800 -0.4 -0.1 -2.2
C -1.632 2.756 -2.041 2.2 -1.0 -0.1
O -1.945 1.911 -0.963 -0.5 0.0 0.9
C -3.340 1.725 -0.741 0.0 1.1 -1.4
N 0.152 4.129 -2.945 -0.1 0.4 1.6
H -0.830 4.566 -0.271 -1.5 1.0 0.1
H 0.865 4.467 -0.367 0.2 0.0 -0.5
H -0.023 3.185 0.285 -0.2 -0.5 0.6
H 0.480 2.379 -1.925 -0.1 -0.4 0.6
H -1.595 2.054 -2.907 -0.5 1.1 -0.2
H -2.181 3.692 -2.137 -0.8 -0.3 -0.1
H -3.788 2.701 -0.391 0.2 -1.2 -0.3
H -3.457 0.932 -0.040 -0.1 -0.3 0.8
H -3.773 1.361 -1.706 -0.1 0.5 0.6
H 1.156 4.109 -2.998 0.4 0.3 -0.2
H -0.171 3.664 -3.753 -0.3 -0.5 -1.3
C 2.107 -1.726 -1.892 -0.4 -0.1 -0.8
C 1.210 -0.713 -1.209 0.1 0.7 -0.2
C 1.997 0.493 -0.609 -0.3 -1.1 1.7
O 2.552 0.077 0.718 -0.4 1.1 -1.1
C 3.361 1.114 1.392 -0.8 -1.7 -2.7
N 0.226 -0.166 -2.183 0.4 -0.1 -0.3
H 2.651 -2.404 -1.269 0.4 0.0 1.0
H 2.821 -1.275 -2.571 0.1 0.2 -0.2
H 1.483 -2.406 -2.472 -0.1 0.0 -0.3
H 0.676 -1.254 -0.449 -0.1 0.0 0.9
H 1.241 1.287 -0.397 1.0 -0.2 -0.4
H 2.815 0.767 -1.313 -0.6 0.2 0.5
H 3.310 0.828 2.407 0.6 -0.1 1.1
H 2.949 2.077 1.238 -0.8 1.1 0.0
H 4.319 1.130 0.867 0.4 -0.2 0.7
H -0.066 -0.892 -2.809 0.4 -0.6 -0.6
H -0.677 0.094 -1.809 0.2 0.5 0.9
C 1.626 -3.147 2.545 0.5 -0.3 2.1
C 0.235 -3.757 2.629 0.9 0.6 -0.9
C -0.489 -3.124 1.490 -1.0 0.7 0.5
O -1.746 -3.717 1.387 -1.1 0.3 -0.7
C -2.460 -3.139 0.321 0.6 -0.4 -1.8
N 0.348 -5.217 2.453 -2.2 -0.2 0.1
H 2.151 -3.427 3.468 0.1 0.2 -0.2
H 1.628 -2.073 2.483 -0.2 0.6 0.0
H 2.247 -3.493 1.743 0.0 -0.5 -0.7
H -0.317 -3.465 3.535 0.5 -0.5 0.1
H 0.051 -3.311 0.601 0.9 -0.3 -1.4
H -0.586 -2.015 1.546 0.1 -0.4 0.4
H -3.319 -3.754 0.069 -0.4 0.2 0.6
H -1.900 -3.164 -0.671 0.1 -0.1 1.1
H -2.671 -2.075 0.446 -0.4 0.0 0.5
H 0.509 -5.369 1.450 0.3 0.0 0.4
H -0.652 -5.560 2.532 1.5 0.2 0.1
O -2.216 3.289 1.727 -0.2 0.7 1.7
H -1.776 2.439 1.788 0.4 -0.6 -0.4
H -2.165 3.557 2.677 -0.3 0.1 -1.2
O -0.657 0.953 1.344 -1.0 0.2 -0.1
H 0.177 0.575 1.596 0.8 -0.2 -0.2
H -0.673 1.201 0.403 0.1 -0.2 0.3
```
Positions in Å, forces in eV/Å.

List of natural (NBO) charges in e, atom by atom:
1 C -0.62
2 C -0.08
3 C -0.08
4 O -0.60
5 C -0.25
6 N -0.83
7 H 0.23
8 H 0.21
9 H 0.21
10 H 0.19
11 H 0.17
12 H 0.20
13 H 0.20
14 H 0.20
15 H 0.16
16 H 0.35
17 H 0.34
18 C -0.62
19 C -0.06
20 C -0.07
21 O -0.59
22 C -0.25
23 N -0.86
24 H 0.22
25 H 0.21
26 H 0.20
27 H 0.18
28 H 0.17
29 H 0.18
30 H 0.20
31 H 0.17
32 H 0.18
33 H 0.35
34 H 0.37
35 C -0.62
36 C -0.08
37 C -0.07
38 O -0.54
39 C -0.25
40 N -0.81
41 H 0.22
42 H 0.21
43 H 0.21
44 H 0.20
45 H 0.15
46 H 0.17
47 H 0.20
48 H 0.15
49 H 0.17
50 H 0.34
51 H 0.36
52 O -0.96
53 H 0.49
54 H 0.46
55 O -0.99
56 H 0.49
57 H 0.50